Molecular formula: C7H8ClF3N4
Method: DFT, ωB97M-V with the def2-TZVPD basis set

```
! RIJCOSX wB97M-V def2-TZVPD def2/J DEFGRID3
* xyz 0 1
C -0.1846 -0.4071 0.1323
C 0.6902 0.6831 0.2272
C -1.5031 -0.0844 -0.2117
C 0.1503 1.9485 -0.1394
C 0.3023 -1.7970 0.4309
C 2.8964 0.5659 -0.7086
C 2.1376 0.5911 0.6311
N -1.8641 1.1347 -0.5543
N -1.1078 2.0940 -0.6006
N -2.5704 -0.9875 -0.3039
N -3.7309 -0.5422 -0.5527
F -2.4459 -2.0139 0.9567
F -4.3593 0.2313 0.6133
F -4.6545 -1.5051 -0.7872
Cl 0.9822 3.4239 0.2112
H -0.3924 -2.5763 0.1024
H 1.3305 -1.8302 0.0268
H 0.5011 -1.8400 1.4397
H 2.2898 -0.1441 -1.3794
H 3.9782 0.2751 -0.6464
H 3.0188 1.5265 -1.3662
H 2.3652 1.5029 1.1547
H 2.1704 -0.2493 1.3241
*
```

## Properties
Kohn-Sham gap, eV: 8.3
LUMO level, eV: -1.18

Löwdin population analysis, charges in e, atoms 1 to 6: C -0.116; C -0.202; C -0.213; C -0.608; C -0.011; C -0.100